No. 1
{
  "formula": "C13H12Br4N4",
  "method": "ωB97M-V/def2-TZVPD",
  "e_homo_ev": -8.24,
  "homo_lumo_gap_ev": 8.44,
  "e_tot_ha": -11017.67349,
  "max_force_ev_per_a": 2.44,
  "de_lowest_kcal_mol": 0.0,
  "smiles": "N[C@H]1CC=CC[C@@H]1Nc1nc2c(Br)c(Br)c(Br)c(Br)c2[nH]1",
  "species": ["Br", "Br", "Br", "Br", "N", "N", "N", "N", "C", "C", "C", "C", "C", "C", "C", "C", "C", "C", "C", "C", "C", "H", "H", "H", "H", "H", "H", "H", "H", "H", "H", "H", "H"],
  "xyz": [[-2.90354, 0.58845, -3.85459], [-1.32485, 0.65011, -6.82044], [1.94658, 0.36082, -6.91501], [3.62253, 0.45603, -3.96760], [-2.12773, 0.58957, 3.14435], [0.38505, -0.52510, 0.53764], [-0.78970, 0.08808, -1.47721], [1.41984, 0.01319, -1.48291], [1.07752, 0.24920, -2.80242], [-1.02808, 0.44647, -3.95536], [0.44097, -1.38359, 3.53016], [-0.29769, 0.25674, -2.76785], [-0.48987, -1.77590, 2.44020], [-1.01453, 0.69697, 2.20094], [0.22365, 1.12206, 2.99868], [-0.35002, 0.52244, -5.20407], [0.73803, -0.07863, 3.79545], [0.27334, -0.10334, -0.75385], [1.05672, 0.46493, -5.23996], [1.76247, 0.40394, -4.01509], [-0.77345, -0.64553, 1.45474], [2.32443, -0.17729, -1.08070], [-2.34976, 1.48430, 3.59037], [-0.13588, -2.63569, 1.85681], [0.01429, 1.93514, 3.68972], [-1.93184, -0.11781, 3.87512], [0.87599, -2.14764, 4.14408], [-1.25613, 1.39857, 1.46660], [-1.65219, -0.92939, 0.84223], [1.02845, 1.46146, 2.33374], [-1.46450, -2.08605, 2.89007], [1.31506, -0.72199, 0.88567], [1.38481, 0.13947, 4.66048]]
}

***

No. 2
{
  "formula": "C4H10N2O2",
  "method": "ωB97M-V/def2-TZVPD",
  "e_homo_ev": -9.29,
  "homo_lumo_gap_ev": 9.89,
  "e_tot_ha": -418.41698,
  "max_force_ev_per_a": 3.58,
  "de_lowest_kcal_mol": 27.6,
  "smiles": "CC(N)=O.CC(N)=O",
  "species": ["O", "O", "N", "N", "C", "C", "C", "C", "H", "H", "H", "H", "H", "H", "H", "H", "H", "H"],
  "xyz": [[-1.30814, -0.47929, 0.04757], [1.86841, 1.47138, 2.46284], [-2.88192, -0.69559, -1.45719], [1.55098, 2.00896, 0.28265], [-1.59270, -0.99851, -1.00960], [1.78164, 1.08787, 1.30352], [-0.79523, -1.78927, -1.97591], [1.59511, -0.31219, 0.92862], [-1.19268, -1.58604, -2.97615], [-3.36968, -0.16067, -0.73948], [1.72030, 3.00319, 0.47164], [1.02364, 1.80353, -0.55346], [0.78966, -0.53566, 0.23760], [-3.42697, -1.12494, -2.13251], [0.29323, -1.64808, -1.85287], [1.61656, -1.01815, 1.77357], [2.52009, -0.57597, 0.41046], [-0.88618, -2.94130, -1.78151]]
}

***

No. 3
{
  "formula": "C3H10N2O2",
  "method": "ωB97M-V/def2-TZVPD",
  "e_homo_ev": -9.74,
  "homo_lumo_gap_ev": 10.40,
  "e_tot_ha": -380.24122,
  "max_force_ev_per_a": 2.19,
  "de_lowest_kcal_mol": 59.9,
  "smiles": "NCNCC=O.O",
  "species": ["O", "O", "N", "N", "C", "C", "C", "H", "H", "H", "H", "H", "H", "H", "H", "H", "H"],
  "xyz": [[0.34461, -0.00370, 3.43358], [-0.69765, 2.74708, -0.18781], [-0.28516, -0.69392, -2.41266], [-0.28007, -0.46293, 0.04357], [0.60901, -0.74324, 1.18223], [0.49261, -0.35409, -1.21312], [-0.19275, -0.37354, 2.42088], [1.07912, -1.71468, 1.29591], [-1.26098, -0.24088, 2.24970], [1.47033, -0.02129, 1.09744], [-0.32591, 2.60966, -1.06348], [-0.80482, -1.56301, -2.45488], [0.76626, 0.73359, -1.29789], [-0.94877, 0.07304, -2.25839], [-0.45089, 1.91937, 0.24905], [1.51295, -0.77151, -1.07435], [-1.02789, -1.13993, -0.00979]]
}

***

No. 4
{
  "formula": "C6H32N2O8",
  "method": "ωB97M-V/def2-TZVPD",
  "e_homo_ev": -8.91,
  "homo_lumo_gap_ev": 8.98,
  "e_tot_ha": -959.13815,
  "max_force_ev_per_a": 4.64,
  "de_lowest_kcal_mol": 83.8,
  "smiles": "CC[C@@H](N)CN(C)C.O.O.O.O.O.O.O.O",
  "species": ["O", "O", "O", "O", "O", "O", "O", "O", "N", "N", "C", "C", "C", "C", "C", "C", "H", "H", "H", "H", "H", "H", "H", "H", "H", "H", "H", "H", "H", "H", "H", "H", "H", "H", "H", "H", "H", "H", "H", "H", "H", "H", "H", "H", "H", "H", "H", "H"],
  "xyz": [[3.05374, -1.01668, -2.51780], [-3.07946, 0.04401, 2.62047], [3.34261, 2.63787, -1.10951], [2.89486, -2.79413, -0.00027], [-0.83401, 1.16543, 2.95127], [-0.10733, 3.29278, 1.30213], [1.19618, -1.61859, 2.25503], [2.21506, 2.01728, 1.92792], [1.17143, 0.09205, -0.50409], [-2.09435, -1.41622, 0.18857], [-0.66163, 1.15542, -1.91379], [0.09354, 1.31180, -3.29377], [-0.15849, -0.06966, -1.10893], [-3.16266, -1.32560, -0.74916], [-1.19022, -0.24682, 0.06045], [-1.54947, -2.73647, 0.24670], [-0.71701, 2.54452, 1.14138], [1.09484, 0.56989, 0.40584], [2.75577, -2.21165, 0.82688], [1.49410, -0.87376, -0.23253], [2.25778, -3.51284, -0.04806], [-0.53296, 2.05394, -1.30695], [-3.04606, -0.76746, 2.06980], [-3.83486, -0.36512, -0.75677], [-0.55343, -0.40020, 1.01875], [-3.97973, -2.10262, -0.48296], [1.63928, 2.80832, 1.86367], [1.04014, 0.68415, -3.21512], [3.08393, 1.77044, -1.43094], [-1.58692, 0.47465, 3.06638], [-0.12651, -0.76199, -1.98609], [0.16130, 3.22464, 2.21604], [-0.55695, -2.80077, 0.87489], [2.66829, 2.05193, 1.07092], [-1.73799, 1.13402, -2.26021], [0.77880, -0.79238, 2.72115], [-2.90980, -1.42918, -1.84169], [-2.14855, -3.51925, 0.68785], [-1.16179, -3.33288, -0.65599], [1.92880, -1.64398, 2.85794], [-0.35449, 0.80232, -4.13675], [-0.31773, 1.14617, 3.72791], [-1.85993, 0.63857, 0.17147], [-3.78942, 0.64745, 2.35088], [0.51883, 2.26802, -3.55760], [3.36958, -1.57376, -1.80942], [2.80054, 3.16679, -1.68317], [2.49237, -0.39048, -2.02272]]
}

***

No. 5
{
  "formula": "C10H12I2O6RuSYb",
  "method": "ωB97M-V/def2-TZVPD",
  "e_homo_ev": [-21.25, -23.00],
  "homo_lumo_gap_ev": [5.77, 5.38],
  "e_tot_ha": -3085.04511,
  "charge": 4,
  "max_force_ev_per_a": 7.62,
  "spin_multiplicity": 7,
  "de_lowest_kcal_mol": 47.4,
  "species": ["Yb", "I", "I", "Ru", "S", "O", "O", "O", "O", "O", "O", "C", "C", "C", "C", "C", "C", "C", "C", "C", "C", "H", "H", "H", "H", "H", "H", "H", "H", "H", "H", "H", "H"],
  "xyz": [[0.09851, -2.32212, 0.75883], [2.85688, 1.80881, -0.16926], [4.50811, -0.27201, -0.41652], [-0.17166, 0.91614, -0.18546], [0.75590, -0.63383, -1.69222], [-2.40238, 1.32495, 1.78582], [-3.03517, -2.03950, 2.60259], [-2.94775, -1.03337, -0.87017], [0.45212, -1.83547, 2.92891], [-1.18739, 3.13961, -1.88936], [0.94737, -0.39605, 1.33402], [-1.49559, 1.18339, 1.07068], [1.21301, -1.32497, -4.23985], [-1.88818, -1.05177, -0.42554], [-0.92381, -0.08717, -3.82805], [-2.10794, -2.30098, 1.96530], [-0.80771, 2.24384, -1.24119], [0.88460, 0.44460, 3.61132], [0.76226, -0.64515, 2.61524], [0.55548, -0.18763, -3.47274], [1.27254, 1.12950, -3.76871], [1.45521, 0.07312, 4.46325], [0.74929, 1.98437, -3.31436], [-1.44174, -1.02627, -3.61021], [-0.99427, 0.10657, -4.90462], [2.30679, 1.09389, -3.39753], [-1.41775, 0.73630, -3.30711], [1.17405, -1.09721, -5.30931], [-0.11106, 0.72826, 3.96574], [0.66639, -2.25443, -4.06906], [1.27884, 1.26979, -4.86366], [2.25197, -1.45004, -3.92676], [1.37779, 1.31793, 3.17789]]
}

***

No. 6
{
  "formula": "C5H11CrMgO4",
  "method": "ωB97M-V/def2-TZVPD",
  "e_homo_ev": [-4.09, -8.02],
  "homo_lumo_gap_ev": [4.02, 7.74],
  "e_tot_ha": -1742.56051,
  "max_force_ev_per_a": 2.41,
  "spin_multiplicity": 6,
  "de_lowest_kcal_mol": 16.1,
  "species": ["Cr", "Mg", "O", "O", "O", "O", "C", "C", "C", "C", "C", "H", "H", "H", "H", "H", "H", "H", "H", "H", "H", "H"],
  "xyz": [[1.55419, 1.73602, 2.91344], [1.01018, 0.09497, 0.87905], [0.34405, -1.72048, 0.13931], [0.75474, 0.04129, 2.76568], [-0.30951, 0.67989, -0.76352], [0.89866, 2.09016, 1.13835], [0.41658, 2.81520, 0.05894], [-0.70298, 2.04172, -0.62399], [1.05146, -2.94716, 0.21307], [-1.33987, -0.30189, -0.73074], [-0.63086, -1.62481, -0.89643], [-0.09788, -1.67164, -1.85953], [1.24411, 3.01920, -0.64575], [-1.34484, -2.45537, -0.80099], [-0.95263, 2.44857, -1.61533], [1.71494, -2.88184, 1.08198], [0.34852, -3.78097, 0.34550], [-1.95642, -0.22534, 0.28767], [-2.05537, -0.15359, -1.55186], [-1.59776, 2.07529, 0.02050], [0.01098, 3.80095, 0.35125], [1.63972, -3.08017, -0.70659]]
}